[1]
DFT (ωB97M-V/def2-TZVPD) results for a molecular structure, C5H6O2.

Geometry (Å):
O 0.5784 0.5218 -1.0958
O 1.9301 -0.7520 0.8186
C 0.0329 -0.8084 -0.7966
C 0.1159 0.8604 0.2305
C 0.5702 -0.5582 0.6883
C -1.3960 0.6501 0.0408
C -1.4126 -0.7444 -0.4550
H -2.1258 1.0039 0.7717
H 0.5366 1.7823 0.6414
H -1.6850 1.0442 -0.9596
H 2.3410 -0.3271 0.0478
H 0.4291 -1.5856 -1.4458
H 0.0732 -1.0467 1.5288

2S+1 = 1
net charge = 0
HOMO energy = -9.1 eV
DFT total energy = -9371.8847 eV

=====

[2]
DFT (ωB97M-V/def2-TZVPD) results for 2 unconnected molecules or ions with the total composition C2H10NO2 in a non-equilibrium geometry.

Geometry (Å):
O -0.3913 -2.4425 -1.3703
O -1.8271 1.0576 1.0839
N 1.4563 0.2869 -0.3830
C 0.2159 -0.0018 0.3635
C -0.5408 1.2771 0.6581
H -0.4892 -0.5731 -0.2551
H 2.3299 0.1081 0.1312
H 0.0010 1.9175 1.3556
H -1.3112 -2.4937 -1.1044
H 0.4656 -0.4685 1.3532
H -0.5199 1.8507 -0.3482
H 1.4196 0.2439 -1.4014
H -1.8988 1.1579 2.0562
H -0.3437 -3.2418 -1.8813
H 1.4336 1.3216 -0.2581

2S+1 = 1
net charge = +1
HOMO energy = -15.0 eV
DFT total energy = -7813.6152 eV